64
Properties=species:S:1:pos:R:3 method="wB97M-V/def2-TZVPD" largest_force_ev_per_a=0.5 charge=+3 spin_multiplicity=1 orbital_gap_ev=7.4 e_above_lowest_ev=0.4991 lumo_energy_ev=-9.7707
Os -0.00995 -1.00934 -0.03544
C -4.06249 -0.11878 3.62604
N -2.72628 -0.45775 3.11566
C -1.69475 -0.93103 3.87254
C -0.62780 -1.09338 3.03627
N -1.01379 -0.71872 1.77752
C -2.29302 -0.34017 1.84610
P -3.21183 0.43638 0.48013
C -1.81414 1.47454 -0.06841
N -0.59411 1.01601 -0.37870
C 0.14358 2.10226 -0.78649
C -0.64463 3.20836 -0.72959
N -1.86787 2.79787 -0.28463
C -3.03266 3.67194 -0.08108
C -2.90134 -0.76275 -0.85128
N -1.68756 -1.14360 -1.26321
C -1.84505 -1.83665 -2.43575
C -3.17322 -1.86497 -2.72953
N -3.81863 -1.18602 -1.73460
C -5.27137 -0.96436 -1.66909
H -4.14311 -0.49488 4.64121
H -4.82433 -0.59392 3.01390
H -4.19868 0.96012 3.63281
H -1.79801 -1.10927 4.92956
H 0.36538 -1.44310 3.26081
H 1.18094 2.05390 -1.05759
H -0.43455 4.23774 -0.96565
H -2.73498 4.69002 -0.31197
H -3.35796 3.62409 0.95497
H -3.84049 3.37880 -0.74694
H -1.03135 -2.26746 -2.98739
H -3.70084 -2.30722 -3.55753
H -5.72693 -1.46440 -2.51808
H -5.49039 0.09915 -1.72321
H -5.66972 -1.38936 -0.75155
N 1.60942 0.01695 0.58621
C 2.55125 0.53708 1.00411
C 3.71291 1.17566 1.47822
C 3.64497 1.96126 2.64032
C 4.79285 2.57853 3.09012
C 5.98638 2.41866 2.39033
C 6.04988 1.64125 1.23683
C 4.91580 1.00953 0.77206
H 2.70907 2.07499 3.17080
H 4.76626 3.18407 3.98503
H 6.88204 2.90727 2.75087
H 6.98576 1.52981 0.70770
H 4.95091 0.39663 -0.11891
N 3.80962 1.25613 -4.57357
C 3.29975 0.32138 -4.14548
C 2.64666 -0.79164 -3.51491
C 2.87771 -2.11544 -3.87156
C 2.20734 -3.10405 -3.16867
C 1.35836 -2.74718 -2.14102
N 1.13337 -1.46509 -1.79091
C 1.76568 -0.51200 -2.48123
H 3.55950 -2.35955 -4.67566
H 2.34435 -4.14914 -3.40792
H 0.82401 -3.50423 -1.58518
H 1.56444 0.51226 -2.21836
O 1.11378 -2.49445 0.90294
C 0.15097 -3.32541 0.87358
O -0.84163 -2.90978 0.21878
H 0.18050 -4.29756 1.36566

63
Properties=species:S:1:pos:R:3 method="wB97M-V/def2-TZVPD" largest_force_ev_per_a=1.0 charge=+1 spin_multiplicity=1 orbital_gap_ev="7.7 / 7.7" e_above_lowest_ev=0.6946 lumo_energy_ev="-2.1627 / -2.1643"
Fe -0.15812 0.18439 0.25338
C 2.26708 1.80231 0.19771
N 1.16617 1.47773 1.11786
C 1.53632 0.71733 2.32287
C 0.25507 0.29304 3.00535
C 0.20606 -0.03777 4.34509
C -1.00351 -0.44246 4.89133
C -2.13033 -0.47580 4.08859
C -2.00050 -0.12416 2.75638
N -0.83658 0.24455 2.22197
C 0.45839 2.72698 1.46095
C -0.53640 3.02923 0.37550
C -0.98494 4.30982 0.10832
C -1.97400 4.48510 -0.84651
C -2.47348 3.37340 -1.50355
C -1.95121 2.12863 -1.20114
N -0.99491 1.95608 -0.28382
C 2.53947 0.65614 -0.72556
C 3.77951 0.42285 -1.29918
C 3.92046 -0.66291 -2.14497
C 2.82715 -1.48787 -2.36608
C 1.62859 -1.18203 -1.75137
N 1.48270 -0.11377 -0.96549
H 3.15877 2.13167 0.73909
H 1.93248 2.64054 -0.41953
H 2.16463 1.30368 3.00357
H 2.08184 -0.17648 2.01361
H 1.10389 0.00838 4.94642
H -1.06323 -0.72339 5.93427
H -3.09221 -0.77833 4.47633
H -2.84782 -0.14427 2.08284
H 1.15514 3.55885 1.59934
H -0.07328 2.59409 2.40180
H -0.57135 5.15097 0.64837
H -2.34823 5.47470 -1.07186
H -3.24881 3.46170 -2.25084
H -2.27608 1.23729 -1.71601
H 4.61467 1.07170 -1.07234
H 4.87541 -0.87723 -2.60605
H 2.90604 -2.36737 -2.98974
H 0.75302 -1.80277 -1.86741
Cl -3.34120 -5.52968 2.69179
C -2.18570 -4.35388 2.15255
C -2.54090 -3.44516 1.17108
C -1.59181 -2.52530 0.77637
Cl -1.98774 -1.30246 -0.42702
C -0.28820 -2.44115 1.29211
O 0.56298 -1.55470 0.87544
C 0.00267 -3.38798 2.29317
Cl 1.57591 -3.33429 3.01994
C -0.91750 -4.32762 2.71621
H -3.52962 -3.45496 0.73430
H -0.64961 -5.03560 3.48778
C 0.64613 0.62475 -5.20949
S -0.88777 0.11479 -4.43090
C -0.82894 -1.60479 -4.93837
O -0.62487 0.12822 -2.95592
H 1.46124 0.01649 -4.81766
H 0.80251 1.67123 -4.95552
H 0.55997 0.51819 -6.29037
H -0.91994 -1.66453 -6.02246
H -1.67315 -2.10767 -4.47081
H 0.10765 -2.04840 -4.60170

59
Properties=species:S:1:pos:R:3 method="wB97M-V/def2-TZVPD" largest_force_ev_per_a=2.5 charge=-1 spin_multiplicity=1 orbital_gap_ev=4.5 lumo_energy_ev=1.3199
C -3.88760 2.11207 -3.71431
C -2.41851 2.45982 -3.76360
O -1.67651 1.31421 -3.28495
C -0.34308 1.60540 -3.21293
C 0.49798 0.51049 -2.77396
C 1.89121 0.53171 -3.03306
C 2.60234 1.76940 -3.21544
C 3.98564 1.78434 -3.35465
Cl 4.80217 3.28425 -3.35220
C 4.71671 0.59090 -3.44662
C 4.01156 -0.62173 -3.44842
C 2.63784 -0.65667 -3.28011
O 0.06302 2.71249 -3.60091
H -4.49124 2.98268 -3.98483
H -4.12398 1.31188 -4.41738
H -4.17817 1.80077 -2.71013
H -2.11743 2.73880 -4.78689
H -2.20848 3.31178 -3.10239
H 0.00180 -0.44907 -2.70138
H 2.05307 2.69743 -3.25919
H 5.79789 0.63626 -3.52332
H 4.57652 -1.54777 -3.55076
H 2.10596 -1.60694 -3.35385
C -5.46118 1.08429 0.46457
O -4.09178 1.37791 0.13023
C -3.06012 0.93375 0.88829
C -1.83470 0.70739 0.27996
C -0.71412 0.22230 1.00968
C 0.46221 -0.18198 0.34061
C 1.42060 -1.05066 0.91254
C 2.80254 -1.00343 0.53424
C 3.75424 -1.72306 1.21545
C 3.40091 -2.56968 2.30669
O 4.40342 -3.20617 2.96444
C 4.09704 -4.04386 4.10213
C 2.03120 -2.68805 2.65252
C 1.09053 -1.94517 1.97329
C -0.82494 0.19204 2.43457
C -2.01991 0.39314 3.09849
O -2.07032 0.31506 4.45597
C -3.19209 -0.29774 5.14016
C -3.21791 0.73423 2.33244
O -4.32983 0.87278 2.91285
H -6.03244 1.72115 -0.21105
H -5.67287 0.02812 0.26476
H -5.66725 1.32513 1.51151
H -1.74173 0.84110 -0.80087
H 0.62499 0.18890 -0.66425
H 3.09777 -0.33080 -0.26498
H 4.80208 -1.67121 0.95228
H 5.06922 -4.40002 4.44248
H 3.60618 -3.47120 4.90141
H 3.46775 -4.89554 3.80992
H 1.73234 -3.35013 3.45656
H 0.06075 -2.01995 2.30579
H 0.05313 -0.02830 3.04202
H -3.02450 -0.08654 6.19847
H -4.14145 0.13113 4.80820
H -3.17848 -1.37741 4.96987

68
Properties=species:S:1:pos:R:3 method="wB97M-V/def2-TZVPD" largest_force_ev_per_a=0.3 charge=+1 spin_multiplicity=2 orbital_gap_ev="7.1 / 7.1" e_above_lowest_ev=0.0000 lumo_energy_ev="-2.4808 / -2.4933"
Co 0.24649 0.06576 0.19913
C -3.84785 3.78348 0.54221
N -2.49733 3.25328 0.65900
C -1.37779 3.99186 0.92375
C -0.33210 3.11316 0.96123
N -0.79949 1.85132 0.74583
C -2.10359 1.96011 0.55180
P -3.16266 0.55480 0.09795
C -2.21833 0.02351 -1.35929
N -0.89891 -0.09275 -1.39866
C -0.57059 -0.54063 -2.64579
C -1.71664 -0.69593 -3.37021
N -2.74990 -0.33841 -2.55003
C -4.16077 -0.33730 -2.91488
C -2.42084 -0.64823 1.24771
N -1.15043 -1.03355 1.23064
C -1.00423 -1.92900 2.25403
C -2.20064 -2.09105 2.88516
N -3.09088 -1.27708 2.24090
C -4.49045 -1.10512 2.60683
H -3.79423 4.79681 0.15359
H -4.34239 3.79519 1.51231
H -4.42482 3.17486 -0.14913
H -1.41854 5.06140 1.03739
H 0.72112 3.30439 1.07307
H 0.45297 -0.69972 -2.93959
H -1.88068 -1.01661 -4.38393
H -4.24919 -0.70636 -3.93224
H -4.56557 0.67147 -2.86846
H -4.72528 -0.99027 -2.25283
H -0.07039 -2.42224 2.45980
H -2.49176 -2.70881 3.71663
H -4.83807 -2.01426 3.08946
H -5.08494 -0.93003 1.71409
H -4.60725 -0.26693 3.29194
N 4.11308 -0.70190 6.00027
C 4.31414 -1.18719 4.75261
O 5.24423 -1.89728 4.44599
C 3.27512 -0.81605 3.71908
C 2.53467 0.35723 3.74531
C 1.63800 0.60854 2.72147
N 1.48257 -0.22152 1.68879
C 2.21492 -1.34340 1.65190
C 3.10316 -1.68367 2.64994
H 4.80166 -0.90921 6.70392
H 3.31807 -0.14267 6.24494
H 2.66801 1.09805 4.52236
H 1.05345 1.51829 2.69432
H 2.09218 -1.96628 0.77385
H 3.70388 -2.57974 2.58287
S 6.38538 0.91682 2.44400
C 5.09921 1.38346 1.52530
S 4.55194 0.45060 0.16008
C 3.12203 1.42310 0.03883
N 3.09718 2.40810 0.87144
N 4.22436 2.41874 1.67205
C 4.34709 3.51127 2.59007
C 5.59619 3.99525 2.95583
C 5.68242 5.06519 3.83414
C 4.54017 5.65688 4.34802
C 3.29638 5.17661 3.96651
C 3.19508 4.10965 3.08948
S 1.82431 1.04756 -1.07837
H 6.49234 3.54850 2.55799
H 6.65961 5.43770 4.11111
H 4.61705 6.49097 5.03235
H 2.39470 5.63631 4.35019
H 2.22700 3.75143 2.78297

63
Properties=species:S:1:pos:R:3 method="wB97M-V/def2-TZVPD" largest_force_ev_per_a=2.0 charge=+3 spin_multiplicity=1 orbital_gap_ev=6.1 e_above_lowest_ev=0.0000 lumo_energy_ev=-11.4033
Ti -0.52251 -0.29949 -1.51231
N 1.21699 -1.14539 -2.32201
C 2.23239 -1.71999 -1.41951
C 3.31749 -2.43239 -1.91051
C 4.29379 -2.89569 -1.03621
C 4.18839 -2.65769 0.32679
C 3.10039 -1.96289 0.82769
C 2.12489 -1.48349 -0.04541
P 0.73879 -0.48099 0.56889
C 0.03479 -1.32699 2.00549
C -0.85911 -2.38409 1.80509
C -1.33651 -3.08809 2.89529
C -0.92881 -2.74009 4.17859
C -0.03681 -1.69499 4.37279
C 0.44369 -0.97539 3.29229
C 1.39379 1.12551 1.04919
C 0.52669 1.98721 1.73279
C 0.90309 3.29791 1.95589
C 2.13059 3.75341 1.48749
C 2.99649 2.89431 0.82409
C 2.63199 1.57921 0.59139
H 1.09539 -1.80299 -3.11141
H 1.66729 -0.31249 -2.74771
H 3.42379 -2.62129 -2.96981
H 5.13959 -3.44349 -1.42471
H 4.95579 -3.01319 0.99619
H 2.99949 -1.78599 1.88929
H -1.16641 -2.64349 0.79149
H -2.02751 -3.90489 2.75209
H -1.31651 -3.28119 5.02759
H 0.28669 -1.43479 5.36859
H 1.13299 -0.15569 3.43519
H -0.42341 1.61021 2.09999
H 0.25229 3.96391 2.50339
H 2.41779 4.77991 1.65609
H 3.95479 3.25771 0.48539
H 3.30709 0.91041 0.07299
C -2.97181 -1.73669 -3.15661
S -2.03201 -2.23859 -1.67911
C -1.10681 -3.67639 -2.32421
H -2.31571 -1.63799 -4.02271
H -3.46931 -0.79179 -2.93411
H -3.73451 -2.49319 -3.34541
H -1.81401 -4.48869 -2.49671
H -0.39311 -3.98819 -1.56101
H -0.61361 -3.43069 -3.26351
F -3.52001 5.44861 0.99799
C -3.11851 4.27761 0.57389
C -2.53061 4.14441 -0.63341
N -2.07361 2.92261 -1.11011
C -1.36371 2.91911 -2.39671
C -0.46761 1.69451 -2.44421
O 0.42159 1.53921 -1.57061
O -0.72631 0.69891 -3.17441
C -2.29341 1.80571 -0.38701
O -1.92701 0.63631 -0.77521
N -2.92141 1.91921 0.78919
C -3.31201 3.12861 1.47409
O -3.69471 3.07651 2.58969
H -2.39691 5.00711 -1.26971
H -0.72871 3.81071 -2.44041
H -2.06481 2.91841 -3.24111
H -3.12101 1.06221 1.30909

62
Properties=species:S:1:pos:R:3 method="wB97M-V/def2-TZVPD" largest_force_ev_per_a=0.9 spin_multiplicity=2 orbital_gap_ev="6.0 / 7.9" e_above_lowest_ev=0.0000 lumo_energy_ev="0.2992 / 0.2984"
Hg -0.12657 -0.13835 0.05802
C 0.73975 2.46025 4.44215
O -0.58281 2.35495 3.89661
C -0.65286 1.81723 2.68057
O 0.31595 1.46321 2.03368
N -1.95527 1.75949 2.27527
N -2.29229 1.02880 1.13671
H 0.63559 3.05054 5.34611
H 1.41013 2.94850 3.73894
H 1.12901 1.47091 4.67739
H -2.66149 1.91668 2.97615
H -2.86802 1.59884 0.53084
H -2.80803 0.19234 1.40226
C 6.41899 5.98034 -6.42654
C 5.42669 5.00257 -5.85829
O 4.30020 5.26619 -5.54538
S 6.14225 3.36362 -5.66944
C 4.89662 2.55534 -4.69386
C 5.20661 2.20415 -3.38488
C 4.24598 1.60501 -2.58952
C 2.96267 1.36718 -3.09196
C 2.67200 1.71174 -4.41187
C 3.63556 2.30058 -5.21318
C 1.96378 0.82930 -2.21555
C 1.12706 0.39357 -1.45992
H 5.90711 6.72505 -7.03250
H 7.18756 5.47383 -7.00855
H 6.90319 6.48439 -5.58804
H 6.19701 2.40671 -2.99879
H 4.47177 1.32773 -1.56875
H 1.68290 1.51509 -4.80370
H 3.40661 2.56948 -6.23477
C -4.73168 -1.76556 -1.59224
O -4.80746 -2.78985 -0.61349
C -4.74604 -2.36963 0.69517
C -5.62270 -1.44281 1.22505
C -5.56112 -1.11413 2.57675
C -4.60502 -1.72145 3.38221
C -3.71896 -2.64473 2.85280
C -3.76809 -2.98191 1.49710
N -2.97219 -3.95349 0.93152
C -1.79147 -4.49463 1.40996
C -0.71635 -3.85229 2.06901
C 0.15758 -4.65470 2.84124
C 1.24032 -4.14092 3.51731
C 1.51349 -2.77805 3.43680
C 0.71502 -1.96793 2.64396
C -0.37828 -2.46402 1.92723
O -1.05785 -1.70646 1.07210
H -5.61452 -1.12209 -1.58043
H -4.67074 -2.26369 -2.55679
H -3.83740 -1.15292 -1.44505
H -6.36692 -0.97776 0.59019
H -6.27043 -0.41239 2.99656
H -4.55517 -1.48503 4.43808
H -2.97904 -3.12411 3.48039
H -3.30769 -4.29160 0.04445
H -1.70928 -5.56256 1.24205
H -0.06308 -5.71456 2.91076
H 1.87468 -4.78901 4.10824
H 2.35543 -2.35109 3.96689
H 0.95732 -0.91589 2.53297

60
Properties=species:S:1:pos:R:3 method="wB97M-V/def2-TZVPD" largest_force_ev_per_a=1.6 charge=+2 spin_multiplicity=2 orbital_gap_ev="6.7 / 6.5" lumo_energy_ev="-6.8501 / -7.0109"
Mn 0.92004 -0.34805 -1.22878
C 3.74775 -1.65887 -2.13051
C 4.05850 -0.60014 -1.06588
S 2.73874 -0.28849 0.15801
C 2.76728 -1.75787 1.20377
C 2.17508 -2.97841 0.54455
S 0.57896 -2.47457 -0.16681
C 0.42841 -3.55723 -1.58808
C 1.40239 -3.27079 -2.72133
S 2.01895 -1.57100 -2.77199
H 3.94283 -2.66835 -1.77454
H 4.42167 -1.49462 -2.97302
H 4.24115 0.36249 -1.54095
H 4.97655 -0.83952 -0.52788
H 2.18753 -1.47537 2.08509
H 3.79420 -1.89331 1.54648
H 2.06189 -3.75479 1.30368
H 2.82093 -3.38663 -0.22726
H -0.59452 -3.42721 -1.93573
H 0.50721 -4.59963 -1.27147
H 0.89000 -3.42859 -3.67107
H 2.27282 -3.92801 -2.73364
O 1.91135 1.21089 -2.15498
C 1.16403 1.59269 -1.32175
C 0.65686 2.81193 -0.80185
C 1.04078 4.10284 -1.18353
C 0.29919 5.14571 -0.67185
C -0.81011 4.89572 0.14210
C -1.19350 3.61204 0.50062
C -0.41785 2.54621 0.05459
P -0.64579 0.74547 0.27361
C -2.39734 0.56832 -0.10136
C -3.25179 -0.04318 0.81451
C -4.60925 -0.12930 0.53941
C -5.11094 0.39945 -0.63747
C -4.25995 1.01275 -1.55093
C -2.90710 1.09550 -1.28953
C -0.44749 0.42915 2.06108
C -0.29228 -0.84907 2.58826
C -0.23718 -1.06226 3.95666
C -0.33357 0.00418 4.83382
C -0.50295 1.28566 4.32872
C -0.56663 1.49538 2.96203
H 1.86446 4.26464 -1.86301
H 0.54488 6.16751 -0.92202
H -1.39847 5.73403 0.49096
H -2.09294 3.45989 1.08188
H -2.87259 -0.44907 1.74274
H -5.27092 -0.60371 1.24935
H -6.16817 0.33660 -0.85030
H -4.65271 1.41999 -2.47122
H -2.25784 1.57263 -2.01704
H -0.28122 -1.71901 1.94845
H -0.13958 -2.07139 4.32991
H -0.29080 -0.15843 5.90077
H -0.58852 2.12646 5.00145
H -0.68932 2.50985 2.62251
S -2.88825 -2.03029 -3.35357
C -1.62237 -1.39402 -2.63779
N -0.64249 -0.99683 -2.10789

60
Properties=species:S:1:pos:R:3 method="wB97M-V/def2-TZVPD" largest_force_ev_per_a=1.3 spin_multiplicity=1 orbital_gap_ev=8.5 e_above_lowest_ev=0.7521 smiles="COC(=O)c1ccc([C@H]2c3c(oc4ccccc4c3=O)C(=O)N2CCCN2CCOCC2)cc1" lumo_energy_ev=-0.4051
C 7.42690 3.16820 0.58898
O 6.16956 2.51252 0.64719
C 5.39802 2.63442 -0.44421
O 5.73253 3.26041 -1.41975
C 4.10410 1.92174 -0.31022
C 3.23647 1.91738 -1.39930
C 2.01750 1.27389 -1.31603
C 1.65362 0.62475 -0.14433
C 0.33433 -0.10986 -0.05327
C 0.55143 -1.59485 -0.10180
C 0.10605 -2.14914 1.05113
O 0.15152 -3.43782 1.37030
C 0.70974 -4.26731 0.44438
C 0.76602 -5.62384 0.76620
C 1.31733 -6.51736 -0.12516
C 1.82024 -6.07674 -1.34696
C 1.76700 -4.74036 -1.66837
C 1.21239 -3.81076 -0.78344
C 1.16636 -2.38053 -1.15526
O 1.58523 -1.93458 -2.20833
C -0.46992 -1.08975 1.93470
O -0.96555 -1.20079 3.03224
N -0.31780 0.06026 1.22784
C -0.75000 1.34578 1.71288
C -1.91892 1.91722 0.90671
C -3.14901 1.01174 0.98180
N -4.08952 1.29821 -0.08699
C -4.79389 2.55613 0.10384
C -5.69315 2.81666 -1.10479
O -6.62168 1.77616 -1.29325
C -5.95235 0.54901 -1.45726
C -5.06434 0.23208 -0.25430
C 2.52452 0.61782 0.93984
C 3.74166 1.26508 0.86298
H 7.91683 2.97245 1.53929
H 7.28874 4.24136 0.44115
H 8.02165 2.77535 -0.23831
H 3.53751 2.42538 -2.30263
H 1.35226 1.26217 -2.16558
H -0.32031 0.21440 -0.87161
H 0.37082 -5.94277 1.71756
H 1.35833 -7.56583 0.12754
H 2.25026 -6.78473 -2.03833
H 2.14814 -4.36617 -2.60651
H -1.05247 1.19434 2.75249
H 0.09512 2.04216 1.68117
H -2.14512 2.90752 1.30192
H -1.63151 2.02995 -0.13966
H -3.61568 1.09625 1.97810
H -2.82789 -0.02579 0.85641
H -4.06887 3.36608 0.18874
H -5.41251 2.53310 1.01900
H -6.27708 3.72739 -0.96164
H -5.06403 2.92120 -2.00191
H -6.72671 -0.21067 -1.57590
H -5.32881 0.58299 -2.36358
H -4.53630 -0.70755 -0.43112
H -5.69775 0.11869 0.64320
H 2.24280 0.10359 1.84789
H 4.41622 1.26330 1.70433